Below is a cluster of 2 separate species, C4H10NSi in total, with properties calculated with ωB97M-V/def2-TZVPD.

Output
- net charge = +1
- energy relative to the best compared isomer or geometry (same formula, charge and spin) (kJ/mol) = 205.05
- DFT total energy (Ha) = -502.3248
- frontier orbital gap (Eh) = 0.29732
- highest occupied orbital energy (eV) = -12.4606

Geometry (Å):
C  2.002  0.080  0.325
C  3.349  0.251  -0.031
C  -2.313  1.742  0.016
C  -1.181  -1.793  -0.340
N  0.917  -0.114  0.667
Si  -0.813  -0.469  0.957
H  3.671  -0.601  -0.637
H  3.491  1.169  -0.602
H  3.961  0.286  0.874
H  -2.331  1.546  -1.037
H  -3.224  1.574  0.557
H  -1.738  2.593  0.333
H  -0.293  -2.348  -0.634
H  -1.906  -2.507  0.042
H  -1.611  -1.355  -1.240
H  -0.764  -0.658  2.391